Entry from the OMol25 dataset: C2H4NP in the gas phase at a distorted geometry (ωB97M-V with the def2-TZVPD basis set).

The geometry in ORCA input format:
```
! wB97M-V def2-TZVPD RIJCOSX def2/J DEFGRID3
* xyz 0 1
C 0.04268 1.01194 0.08498
C -0.13975 -0.49247 -0.53870
N -0.34850 -1.60904 0.17865
P 1.69500 0.10327 -0.00949
H -0.10039 1.95516 -0.46796
H -0.44670 1.14219 1.13290
H -0.19957 -0.67348 -1.56143
H -0.50276 -1.43758 1.18105
*
```

Properties
E ... -12913.6852 eV
Highest occupied orbital energy (spin up / spin down) ... -7.95 / -8.43 eV
Max |F| ... 2.7 eV/Å
Energy above the lowest of the compared OMol25 structures with the same formula, charge and spin ... 65.6 kcal per mole